[1]
Density functional theory data (ωB97M-V/def2-TZVPD) for C9H10N2S in the gas phase at a distorted geometry.

XYZ file:
```
22
Properties=species:S:1:pos:R:3:nbo_charge:R:1
C -0.1029 -2.2540 -0.2479 0.238
C -2.1644 1.2741 0.0905 -0.295
C -2.4396 0.3970 0.9909 -0.067
C -1.6141 0.8546 -1.1506 0.136
C -2.0390 -1.0285 0.7203 -0.491
C 2.1191 0.9447 -0.7623 -0.417
C 3.1523 0.6873 0.3257 -0.413
C 1.9790 -0.2001 0.2140 -0.457
C -0.7880 -1.0182 -0.1714 0.063
N 0.2761 -3.3328 -0.4236 -0.290
N -0.9051 -0.2107 -1.3195 -0.428
S 0.6914 -0.2514 1.3283 0.153
H -2.4393 2.2535 0.1560 0.221
H -2.8504 0.6546 1.8932 0.215
H -1.7119 1.5020 -2.1292 0.205
H -1.8336 -1.6271 1.6427 0.253
H -2.7490 -1.6437 0.1368 0.242
H 1.5740 1.9454 -0.5079 0.227
H 2.3849 0.6249 -1.8215 0.234
H 4.0653 0.2355 0.2883 0.218
H 3.2431 1.4081 1.0967 0.215
H 2.1522 -1.2151 -0.3497 0.237
```

Calculated values
Structure (SMILES): N#C[C@]1(SC2CC2)CC=CC=N1
Orbital gap in eV: 7.8
HOMO in hartree: -0.317
ΔE to the lowest compared entry with this formula, charge and spin in eV: 4.4337
E_tot in a.u.: -856.4917
2S+1: 1


[2]
Density functional theory data (ωB97M-V/def2-TZVPD) for 14 unconnected molecules or ions with the total composition C5H38N2O14 at a distorted geometry.

XYZ file:
```
59
Properties=species:S:1:pos:R:3:nbo_charge:R:1
O 1.3316 0.9212 -1.5346 -0.698
C 0.2260 0.9680 -1.0164 0.726
N -0.3914 -0.0924 -0.4434 -0.664
C 0.3109 -1.4030 -0.3852 -0.070
N 1.3654 -1.3761 0.6223 -0.913
C -0.5436 2.2830 -0.7589 -0.510
C -0.6255 2.5552 0.7385 -0.409
C -1.0076 4.0174 1.0564 -0.605
H -1.2604 -0.0981 0.0606 0.408
H -0.4092 -2.2072 -0.2629 0.184
H 0.8903 -1.4158 -1.3163 0.227
H 2.3073 -1.2823 0.2589 0.396
H 1.2843 -0.6058 1.2924 0.387
H -0.1150 3.1347 -1.2810 0.223
H -1.4992 2.0729 -1.2592 0.218
H -1.3720 1.8875 1.1996 0.210
H 0.2941 2.2470 1.2345 0.227
H -0.0750 4.5760 1.0123 0.212
H -1.7669 4.2922 0.3198 0.201
H -1.4526 4.0732 2.0524 0.219
H 4.6829 -0.9422 -0.1281 0.489
H 3.5418 -0.8672 -1.1168 0.460
O 4.1315 -1.4996 -0.6921 -0.934
H 1.0928 -2.7571 2.1279 0.494
H 0.8772 -4.1952 1.7184 0.482
O 0.7323 -3.6024 2.4613 -0.988
H -2.5645 -2.1767 -2.9963 0.479
H -2.1588 -3.1331 -1.8743 0.448
O -2.1898 -3.0622 -2.8292 -0.943
H -3.0535 -2.5055 1.8319 0.493
H -2.4701 -2.6633 0.3900 0.469
O -2.2546 -2.4586 1.3014 -0.954
H -2.6593 -0.2671 -3.3390 0.487
H -1.6131 -0.3750 -2.2734 0.496
O -2.5710 -0.3798 -2.3870 -0.970
H -4.2776 0.4008 0.9529 0.483
H -3.4202 -0.5992 0.1405 0.476
O -4.0636 -0.5313 0.8502 -0.957
H -3.0817 -0.4063 2.8627 0.475
H -1.7624 -0.5078 2.1621 0.474
O -2.2566 0.0712 2.7529 -0.950
H -0.5125 1.5485 -3.8880 0.493
H -0.4861 0.3630 -4.9215 0.494
O -0.6999 0.6154 -4.0183 -0.978
H 2.6978 2.1810 -1.1114 0.478
H 2.7248 2.4149 -2.5887 0.470
O 3.2352 2.6007 -1.7974 -0.953
H 0.2253 -2.2256 3.6445 0.496
H -0.5475 -1.3846 4.5676 0.477
O 0.3694 -1.4922 4.2753 -0.959
H 0.7998 -0.0767 3.0762 0.510
H 1.9597 0.9242 3.3821 0.498
O 1.3980 0.5855 2.6798 -1.003
H 2.7515 -0.3676 -2.9891 0.482
H 1.2531 -0.5312 -3.6025 0.485
O 2.1476 -0.8601 -3.5382 -0.964
H 2.8283 0.7613 1.1355 0.486
H 3.9536 1.8567 0.9078 0.479
O 3.7488 0.9972 1.2806 -0.968
```

Calculated values
Orbital gap in eV: 9.5
HOMO in hartree: -0.358
ΔE to the lowest compared entry with this formula, charge and spin in eV: 4.0525
E_tot in a.u.: -1376.1634
2S+1: 1


[3]
Density functional theory data (ωB97M-V/def2-TZVPD) for 5 unconnected molecules or ions with the total composition C15H40O5 at a distorted geometry.

XYZ file:
```
60
Properties=species:S:1:pos:R:3:nbo_charge:R:1
C 3.8438 5.5569 0.0353 -0.645
C 4.1197 4.4256 -0.9049 0.084
C 3.3663 4.6035 -2.2176 -0.633
O 5.4600 4.1646 -1.1967 -0.693
H 4.3004 5.5321 1.0248 0.226
H 2.7974 5.6637 0.3212 0.212
H 4.1147 6.5230 -0.3907 0.204
H 3.8843 3.4862 -0.4047 0.167
H 3.7774 5.4210 -2.8098 0.208
H 2.3426 4.9194 -2.0171 0.202
H 3.3665 3.6696 -2.7796 0.215
H 5.7388 4.9531 -1.6679 0.454
C -3.9688 -1.5297 -2.2476 -0.665
C -4.4090 -0.3154 -3.0204 0.069
C -4.6515 0.8890 -2.0512 -0.597
O -3.3882 0.0703 -3.9193 -0.287
H -3.1669 -1.2609 -1.5600 0.244
H -3.7758 -2.3823 -2.8987 0.251
H -4.8237 -1.7434 -1.6061 0.250
H -5.2847 -0.5288 -3.6334 0.281
H -3.7306 1.3026 -1.6403 0.249
H -5.4035 0.6924 -1.2871 0.264
H -5.1309 1.7341 -2.5453 0.252
H -2.5678 -0.3815 -3.7085 0.519
C 0.8582 -4.9358 1.8036 -0.623
C 2.2374 -4.3672 1.8813 0.091
C 2.3353 -3.0424 2.4969 -0.628
O 3.0589 -5.3063 2.4763 -0.714
H 0.2242 -4.3309 1.1553 0.205
H 0.4997 -5.0264 2.8290 0.206
H 0.8877 -5.9742 1.4736 0.228
H 2.5560 -4.2411 0.8465 0.140
H 2.0726 -2.8970 3.5448 0.212
H 1.6666 -2.3749 1.9534 0.201
H 3.3751 -2.7156 2.4957 0.211
H 3.9798 -5.1056 2.2939 0.472
C 0.7096 0.4829 0.2432 -0.634
C -0.2748 0.8300 -0.9217 0.081
C 0.6847 1.4067 -2.0134 -0.626
O -1.0301 -0.2814 -1.4132 -0.683
H 0.1623 -0.0126 1.0451 0.215
H 1.2927 1.3570 0.5330 0.234
H 1.4410 -0.2447 -0.1086 0.219
H -0.8148 1.7122 -0.5782 0.182
H 1.1979 2.3062 -1.6736 0.231
H 0.1746 1.6401 -2.9480 0.206
H 1.3745 0.6175 -2.3125 0.219
H -1.2684 -0.7933 -0.6368 0.505
C -0.9838 -1.3776 3.3098 -0.628
C -2.0729 -1.5658 2.3484 0.085
C -2.9445 -0.3637 2.0256 -0.647
O -1.5572 -1.9408 1.1132 -0.742
H -0.4733 -2.3401 3.3439 0.232
H -1.5048 -1.2636 4.2604 0.226
H -0.2250 -0.6163 3.1289 0.218
H -2.6806 -2.3735 2.7563 0.173
H -3.3660 0.1317 2.9002 0.226
H -3.7127 -0.3928 1.2529 0.201
H -2.4418 0.4309 1.4741 0.203
H -2.2489 -2.4964 0.7466 0.472
```

Calculated values
⟨S²⟩: 0.755
Total charge: +1
Orbital gap (alpha / beta) in eV: 9.3 / 2.3
HOMO (alpha / beta) in hartree: -0.439 / -0.439
ΔE to the lowest compared entry with this formula, charge and spin in eV: 0.8133
E_tot in a.u.: -971.2739
2S+1: 2


[4]
Density functional theory data (ωB97M-V/def2-TZVPD) for C7H11B in the gas phase at a distorted geometry.

XYZ file:
```
19
Properties=species:S:1:pos:R:3:nbo_charge:R:1
B -1.6330 0.7457 0.2311 0.748
C 0.5902 0.6421 0.0296 0.036
C 0.1414 -0.6143 0.3411 -0.017
C -0.4746 1.7408 0.0604 -0.782
C -2.4996 -0.2500 -0.4529 -0.676
C -1.2891 -0.6592 0.6337 -0.534
C 1.8715 1.0248 -0.4955 -0.649
C 1.0124 -1.8557 0.3157 -0.658
H -0.2617 2.4896 -0.6512 0.239
H -0.2884 2.3056 1.0399 0.248
H -3.3260 -0.8111 0.0014 0.254
H -2.3633 -0.4515 -1.4620 0.214
H -1.7701 -1.4026 1.4624 0.254
H 2.4951 1.6386 0.2179 0.220
H 1.8035 1.7567 -1.3019 0.215
H 2.3252 0.0830 -0.8408 0.221
H 0.2316 -2.6354 0.2290 0.226
H 1.6890 -1.7764 1.1337 0.227
H 1.7459 -1.9706 -0.4916 0.214
```

Calculated values
Structure (SMILES): CC1=C(C)[C@@H]2CB2C1
Orbital gap in eV: 8.5
HOMO in hartree: -0.286
ΔE to the lowest compared entry with this formula, charge and spin in eV: 1.0144
E_tot in a.u.: -298.0461
2S+1: 1